The following is a DFT calculation (ωB97M-V/def2-TZVPD) of C34H68ClN2O6 as an isolated structure.

Geometry (Å):
C  -4.093  -4.436  0.799
N  -2.700  -4.021  1.264
C  -2.447  -3.835  2.562
C  -1.449  -2.986  2.954
C  -0.499  -2.354  2.030
C  -0.828  -2.555  0.672
C  -1.895  -3.384  0.292
C  0.684  -1.765  2.480
C  0.924  -1.244  3.855
C  2.091  -0.822  4.319
N  3.037  -0.569  3.303
C  3.110  -1.121  2.026
C  1.902  -1.587  1.543
C  4.310  -0.310  3.984
H  -4.754  -4.512  1.610
H  -4.327  -5.511  0.252
H  -4.725  -3.815  0.114
H  -2.902  -4.268  3.280
H  -1.125  -3.089  4.093
H  -0.191  -2.041  -0.111
H  -2.238  -3.624  -0.686
H  0.007  -1.153  4.498
H  2.110  -0.477  5.323
H  3.918  -1.262  1.269
H  1.978  -1.907  0.514
H  4.427  0.610  4.629
H  5.200  -0.282  3.172
H  4.305  -1.088  4.637
Cl  0.703  0.621  -1.034
C  0.425  3.274  -3.089
C  1.202  3.125  -1.754
C  1.748  4.529  -1.204
C  2.362  4.418  -0.081
C  2.812  5.666  0.619
H  0.056  2.251  -3.462
H  1.224  3.492  -3.817
H  -0.361  3.943  -2.947
H  2.002  2.562  -1.783
H  0.545  2.872  -1.087
H  1.045  5.271  -1.296
H  2.437  4.934  -1.836
H  3.086  3.778  -0.026
H  1.822  3.959  0.765
H  1.897  6.336  0.737
H  3.475  6.309  -0.112
H  3.156  5.525  1.595
C  -2.642  1.318  -1.296
C  -3.982  0.974  -0.874
C  -4.750  2.234  -0.390
C  -6.068  2.044  -0.412
C  -6.568  1.230  0.739
H  -2.855  1.954  -2.164
H  -1.983  0.605  -1.367
H  -2.025  1.984  -0.756
H  -3.933  0.159  -0.104
H  -4.464  0.539  -1.732
H  -4.519  3.171  -0.909
H  -4.551  2.617  0.612
H  -6.264  1.796  -1.373
H  -6.437  2.841  -0.387
H  -6.178  1.477  1.781
H  -6.208  0.143  0.606
H  -7.682  1.126  0.832
C  0.765  2.923  -4.656
O  1.922  2.163  -4.301
C  2.199  2.076  -2.874
C  3.423  1.518  -2.710
O  3.846  1.680  -1.251
C  5.140  1.053  -0.992
H  -0.152  2.699  -4.074
H  0.774  2.967  -5.816
H  1.008  4.083  -4.503
H  1.547  1.479  -2.292
H  2.084  3.008  -2.664
H  4.136  1.928  -3.364
H  3.307  0.583  -2.976
H  5.636  1.166  -1.849
H  4.860  -0.066  -0.915
H  5.728  1.558  -0.169
C  0.452  0.591  2.111
O  -0.453  -0.299  2.646
C  -1.706  -0.191  1.933
C  -2.728  -0.707  2.694
O  -2.704  -2.142  2.714
C  -3.576  -2.747  3.724
H  0.216  1.638  2.127
H  0.681  0.255  1.139
H  1.386  0.586  2.483
H  -1.784  -0.989  1.081
H  -1.964  0.830  1.646
H  -3.510  -0.236  2.304
H  -2.639  -0.253  3.658
H  -3.236  -2.320  4.556
H  -3.533  -3.951  3.713
H  -4.649  -2.708  3.572
C  0.516  -0.984  -2.030
O  0.966  -2.349  -2.112
C  2.336  -2.503  -2.324
C  2.616  -3.764  -2.703
O  2.263  -4.559  -1.520
C  2.566  -5.992  -1.659
H  0.696  -0.482  -3.038
H  1.148  -0.580  -1.108
H  -0.494  -0.771  -1.569
H  2.957  -2.284  -1.466
H  2.714  -1.867  -3.202
H  3.585  -4.110  -3.009
H  1.825  -4.072  -3.299
H  3.481  -6.280  -2.116
H  1.859  -6.560  -2.368
H  2.133  -6.683  -0.838

DFT total energy, eV: -64074.0245
Kohn-Sham gap, hartree: 0.102
Total charge: +1